w) DFT (the ωB97M-V functional and the def2-TZVPD basis) results for a single C4H10N4O molecule.

## Properties
**M**: 130.151 g mol⁻¹
**SMILES**: [H]/N=C\NC(=O)N(N)CC
**Frontier orbital gap**: 10.194 eV
**E_LUMO**: 0.017 Eh
**Highest occupied orbital energy**: -9.7347 eV
**Charge**: 0

Element x y z (Å)
1 H 0.114 -0.596 -4.124
2 N 0.752 0.139 -4.003
3 C 0.960 0.412 -2.782
4 N 0.324 -0.128 -1.667
5 C 0.059 0.623 -0.502
6 O 0.365 1.799 -0.391
7 N -0.636 -0.089 0.475
8 N -0.504 -1.548 0.409
9 C -0.864 0.531 1.768
10 C 0.190 0.112 2.770
11 H 1.712 1.208 -2.481
12 H -0.350 -0.900 -1.950
13 H -1.131 -1.907 -0.285
14 H 0.512 -1.741 0.168
15 H -1.943 0.365 2.050
16 H -0.678 1.527 1.652
17 H -0.140 0.554 3.776
18 H 1.083 0.605 2.346
19 H 0.176 -0.967 2.771

x) DFT (the ωB97M-V functional and the def2-TZVPD basis) results for C4H10N4O as an isolated structure.

## Properties
**M**: 130.151 g mol⁻¹
**Frontier orbital gap**: 9.947 eV
**E_LUMO**: 0.024 Eh
**Highest occupied orbital energy**: -9.2903 eV
**Charge**: 0

Element x y z (Å)
1 C -2.304 -0.161 -2.614
2 C -1.169 0.359 -1.662
3 C -0.884 1.710 -1.910
4 C 0.758 -0.487 1.047
5 H -1.911 -0.077 -3.784
6 H -2.991 1.087 -2.648
7 H -3.074 -1.025 -2.225
8 H -1.026 2.125 -2.951
9 H -1.403 2.350 -0.944
10 H 0.247 1.748 -1.696
11 H -0.104 -1.864 0.245
12 H 0.976 1.301 2.369
13 H 2.888 -0.874 2.767
14 H 1.240 -1.067 3.524
15 N -0.555 -0.400 -0.905
16 N 0.538 -1.709 0.973
17 N 1.432 0.319 2.015
18 N 2.047 -0.477 3.060
19 O 0.314 0.455 0.021

y) DFT (the ωB97M-V functional and the def2-TZVPD basis) results for a 2-piece molecular cluster, C4H10N4O overall.

## Properties
**M**: 130.151 g mol⁻¹
**SMILES**: [H]/N=C(/N)C=C.NC(N)=O
**Frontier orbital gap**: 8.461 eV
**E_LUMO**: 0.030 Eh
**Highest occupied orbital energy**: -7.6356 eV
**Charge**: 0

Element x y z (Å)
1 H -1.918 -0.299 0.704
2 N -1.413 0.289 1.380
3 C -0.150 0.103 1.284
4 N 0.664 0.858 2.108
5 C 0.742 -0.952 0.148
6 C 0.520 -2.286 0.257
7 H 0.124 1.370 2.801
8 H 1.433 0.346 2.520
9 H 1.758 -0.583 0.228
10 H -0.475 -2.697 0.123
11 H 1.285 -2.944 0.646
12 N 0.176 -0.263 -1.794
13 C -0.772 0.774 -1.431
14 N -0.166 1.961 -1.149
15 O -1.953 0.507 -1.491
16 H 1.023 0.006 -2.294
17 H -0.347 -1.049 -2.171
18 H -0.494 2.730 -1.715
19 H -0.037 2.129 -0.154

Q: Which of them is the least stable? A: x).

w) DFT (the ωB97M-V functional and the def2-TZVPD basis) results for C6H11FO as an isolated structure.

## Properties
**M**: 118.151 g mol⁻¹
**Frontier orbital gap**: 9.885 eV
**E_LUMO**: 0.019 Eh
**Highest occupied orbital energy**: -9.3543 eV
**Charge**: 0

Element x y z (Å)
1 C -0.471 1.410 -1.437
2 C -0.497 0.173 -0.503
3 C -1.190 -0.862 -1.337
4 C 0.397 -0.115 0.393
5 C 1.069 0.827 1.215
6 C 0.703 -1.556 0.949
7 H -1.479 1.323 -2.414
8 H -0.609 2.467 -0.672
9 H 0.587 1.510 -2.105
10 H -1.708 -1.854 -0.449
11 H -2.251 -0.366 -2.056
12 H -0.426 -1.130 -2.215
13 H 0.702 1.884 0.874
14 H 2.288 0.762 0.915
15 H -0.158 0.742 2.715
16 H 1.533 -1.346 1.706
17 H -0.296 -1.796 1.607
18 O 0.891 0.598 2.672
19 F 0.915 -2.671 0.143

x) DFT (the ωB97M-V functional and the def2-TZVPD basis) results for a 2-piece molecular cluster, C6H11FO overall.

## Properties
**M**: 118.151 g mol⁻¹
**Frontier orbital gap (spin up / spin down)**: 7.840 / 8.875 eV
**E_LUMO (spin up / spin down)**: 0.015 / 0.033 Eh
**Highest occupied orbital energy (spin up / spin down)**: -7.4245 / -7.9875 eV
**Charge**: 0

Element x y z (Å)
1 C 0.171 -0.652 2.321
2 C 0.600 -0.514 1.079
3 C -0.384 0.746 -2.031
4 C -0.589 2.536 -0.100
5 C 1.047 -2.777 0.161
6 C -0.817 1.176 -0.671
7 O 1.161 -1.314 0.232
8 F -2.060 0.744 -0.297
9 H 0.319 -1.444 2.984
10 H -0.364 0.096 2.767
11 H -1.124 0.225 -2.441
12 H 0.397 0.071 -2.119
13 H -0.123 1.566 -2.564
14 H -0.413 2.444 0.881
15 H -1.436 3.254 -0.482
16 H 0.362 2.875 -0.399
17 H 0.120 -2.873 0.620
18 H 1.856 -3.034 0.858
19 H 1.276 -3.123 -0.798

Q: Which of them is the least stable? A: w).

w) DFT (the ωB97M-V functional and the def2-TZVPD basis) results for a single C4H9NO3 molecule.

## Properties
**M**: 119.120 g mol⁻¹
**SMILES**: O=CNC(CO)CO
**Frontier orbital gap**: 10.322 eV
**E_LUMO**: 0.017 Eh
**Highest occupied orbital energy**: -9.8550 eV
**Charge**: 0

Element x y z (Å)
1 O 0.123 -1.563 -2.640
2 C 0.007 -1.142 -1.519
3 N -0.514 0.171 -1.202
4 C -0.321 0.737 0.172
5 C -0.891 -0.067 1.365
6 O -1.141 -1.304 0.895
7 C 1.148 1.027 0.186
8 O 2.151 0.034 0.353
9 H 0.295 -1.686 -0.614
10 H -1.053 0.705 -1.815
11 H -0.851 1.740 0.358
12 H 0.098 -0.250 2.062
13 H -1.824 0.476 2.042
14 H -2.037 -1.182 0.352
15 H 1.468 1.362 -0.828
16 H 1.261 1.649 1.036
17 H 2.079 -0.707 -0.202

x) DFT (the ωB97M-V functional and the def2-TZVPD basis) results for a 2-piece molecular cluster, C4H9NO3 overall.

## Properties
**M**: 119.120 g mol⁻¹
**SMILES**: C=C(O)O.CC(N)=O
**Frontier orbital gap**: 9.033 eV
**E_LUMO**: 0.026 Eh
**Highest occupied orbital energy**: -8.3201 eV
**Charge**: 0

Element x y z (Å)
1 C 1.734 0.257 0.333
2 C 1.727 -0.478 -0.780
3 O 2.266 -1.724 -0.812
4 O 1.137 -0.143 -1.943
5 H 2.262 -0.091 1.205
6 H 1.365 1.265 0.323
7 H 2.207 -2.038 -1.726
8 H 0.394 0.523 -1.774
9 C -1.647 1.062 1.320
10 C -1.288 0.425 0.004
11 N -1.386 -0.921 -0.032
12 O -1.005 1.071 -1.000
13 H -1.860 2.115 1.177
14 H -0.801 0.968 1.998
15 H -2.509 0.570 1.768
16 H -1.513 -1.460 0.805
17 H -1.083 -1.402 -0.865

y) DFT (the ωB97M-V functional and the def2-TZVPD basis) results for a 2-piece molecular cluster, C4H9NO3 overall.

## Properties
**M**: 119.120 g mol⁻¹
**Frontier orbital gap**: 10.262 eV
**E_LUMO**: 0.025 Eh
**Highest occupied orbital energy**: -9.5887 eV
**Charge**: 0

Element x y z (Å)
1 C -0.295 -0.567 1.483
2 C -0.866 0.633 -0.580
3 N -0.915 -0.549 0.287
4 C 0.305 0.599 -1.522
5 C 0.183 0.627 -2.843
6 O -0.340 -1.780 2.069
7 O -0.326 0.519 2.251
8 O 1.573 -0.169 1.257
9 H -0.209 -1.656 3.018
10 H 0.712 0.668 2.192
11 H 2.176 -0.885 1.484
12 H -0.911 -1.439 -0.193
13 H -0.809 1.500 0.079
14 H -1.810 0.687 -1.127
15 H 1.270 0.518 -1.034
16 H -0.786 0.692 -3.328
17 H 1.048 0.603 -3.493

Q: Which of them is the least stable? A: w).

w) DFT (the ωB97M-V functional and the def2-TZVPD basis) results for a 2-piece molecular cluster, C4H9NO3 overall.

## Properties
**M**: 119.120 g mol⁻¹
**SMILES**: NC(=O)O.C=CCO
**Frontier orbital gap**: 10.802 eV
**E_LUMO**: 0.023 Eh
**Highest occupied orbital energy**: -10.1642 eV
**Charge**: 0

Element x y z (Å)
1 N -1.556 -1.555 0.379
2 C -1.695 -1.368 -0.981
3 O -1.302 -2.111 -1.824
4 O -2.416 -0.262 -1.291
5 H -1.100 -0.821 0.905
6 H -1.196 -2.469 0.602
7 H -2.878 -0.006 -0.479
8 C 0.329 1.379 -0.998
9 C 1.041 0.457 -0.368
10 C 1.901 0.737 0.826
11 O 1.080 0.572 2.007
12 H -0.374 1.150 -1.785
13 H 0.369 2.427 -0.721
14 H 1.080 -0.576 -0.696
15 H 2.709 0.001 0.891
16 H 2.339 1.738 0.783
17 H 1.669 0.707 2.750

x) DFT (the ωB97M-V functional and the def2-TZVPD basis) results for a 2-piece molecular cluster, C4H9NO3 overall.

## Properties
**M**: 119.120 g mol⁻¹
**SMILES**: O=CCCNC=O.O
**Frontier orbital gap**: 10.267 eV
**E_LUMO**: 0.021 Eh
**Highest occupied orbital energy**: -9.6900 eV
**Charge**: 0

Element x y z (Å)
1 O 1.901 2.033 -1.624
2 C 0.980 1.335 -1.286
3 C 0.960 -0.151 -1.587
4 C -0.262 -0.907 -1.044
5 N 0.006 -1.717 0.137
6 C -0.348 -1.280 1.374
7 O 0.006 -1.775 2.421
8 H 0.133 1.799 -0.746
9 H 1.021 -0.298 -2.664
10 H 1.926 -0.493 -1.208
11 H -1.003 -0.174 -0.735
12 H -0.696 -1.528 -1.825
13 H 0.675 -2.478 0.092
14 H -1.017 -0.407 1.366
15 O -1.247 1.853 2.127
16 H -2.105 2.292 2.169
17 H -0.929 1.895 3.034

Q: Which of them is the least stable? A: w).

w) DFT (the ωB97M-V functional and the def2-TZVPD basis) results for C4H9NO3 as an isolated structure.

## Properties
**M**: 119.120 g mol⁻¹
**Frontier orbital gap**: 5.645 eV
**E_LUMO**: -0.111 Eh
**Highest occupied orbital energy**: -8.6625 eV
**Charge**: 0

Element x y z (Å)
1 O 1.977 2.255 1.409
2 C 1.417 1.242 1.631
3 C 0.471 0.350 0.741
4 C 0.252 0.845 -0.694
5 C -0.392 0.429 -1.990
6 O -1.140 -1.044 -1.508
7 N 1.183 -1.043 0.956
8 H 1.380 0.827 2.592
9 H -0.406 0.109 1.159
10 H 0.705 1.894 -1.132
11 H -1.220 0.410 -2.843
12 H 0.667 0.264 -2.609
13 H 1.541 -1.645 0.212
14 H 0.310 -1.585 1.272
15 H -3.049 -1.311 0.567
16 H -1.594 -0.917 -0.473
17 O -2.100 -1.079 0.711

x) DFT (the ωB97M-V functional and the def2-TZVPD basis) results for a 2-piece molecular cluster, C4H9NO3 overall.

## Properties
**M**: 119.120 g mol⁻¹
**SMILES**: OO[C@]1(O)CN1.C=C
**Frontier orbital gap**: 9.607 eV
**E_LUMO**: 0.026 Eh
**Highest occupied orbital energy**: -8.8991 eV
**Charge**: 0

Element x y z (Å)
1 O -0.568 2.154 1.241
2 O 0.556 1.332 0.887
3 C 0.289 -0.040 1.132
4 O 1.379 -0.721 0.804
5 C -1.136 -0.578 0.827
6 N -0.560 -0.459 2.176
7 H -0.119 2.957 1.543
8 H 1.398 -0.798 -0.275
9 H -1.262 -1.606 0.520
10 H -1.918 0.114 0.548
11 H -0.946 0.317 2.702
12 C -0.135 -0.197 -1.926
13 C 1.112 -0.705 -1.974
14 H -0.303 0.865 -1.848
15 H -1.009 -0.828 -1.978
16 H 1.954 -0.055 -2.175
17 H 1.267 -1.751 -2.203

y) DFT (the ωB97M-V functional and the def2-TZVPD basis) results for a 2-piece molecular cluster, C4H9NO3 overall.

## Properties
**M**: 119.120 g mol⁻¹
**SMILES**: N[C@H](C=O)CC=O.O
**Frontier orbital gap**: 10.292 eV
**E_LUMO**: 0.023 Eh
**Highest occupied orbital energy**: -9.6583 eV
**Charge**: 0

Element x y z (Å)
1 N 0.353 -1.367 -0.500
2 C 0.934 -0.032 -0.334
3 C 2.341 -0.195 0.275
4 O 2.473 -1.116 1.024
5 C 0.170 1.036 0.378
6 C -0.992 1.564 -0.378
7 O -0.997 2.705 -0.742
8 H 0.400 -1.908 0.386
9 H 0.869 -2.081 -1.052
10 H 0.988 0.289 -1.487
11 H 3.205 0.442 -0.095
12 H -0.065 0.748 1.450
13 H 0.913 1.842 0.542
14 H -1.777 0.847 -0.661
15 O -3.219 -0.757 0.139
16 H -3.239 -0.795 1.061
17 H -2.358 -1.221 -0.006

Q: Which of them is the least stable? A: w).